Record 1
C14H23BN6OPd | ωB97M-V/def2-TZVPD

```
46
Properties=species:S:1:pos:R:3:forces:R:3
C -0.33156 2.20591 -0.42920 0.04 0.50 -0.49
N -0.33739 1.15868 -1.26639 0.06 0.47 -0.72
N -0.02561 1.60536 -2.54476 -0.15 -0.70 0.29
C 0.13390 2.94900 -2.50308 -0.36 -1.01 0.71
C -0.08251 3.36444 -1.19207 0.04 -0.72 0.36
B 0.20124 0.54848 -3.70548 0.02 -0.05 0.57
N 1.36682 -0.39262 -3.13327 -0.89 -0.32 0.62
N 1.14205 -1.03618 -1.91890 -0.11 0.10 -0.59
C 2.27977 -1.61648 -1.50934 0.39 0.16 -0.83
C 3.25671 -1.40961 -2.51484 -1.10 0.31 0.55
C 2.65929 -0.61275 -3.49637 -1.04 -0.61 1.19
Pd -0.76984 -0.95395 -0.92909 1.42 1.30 -1.15
N -1.15570 -0.25917 -3.86249 0.58 -0.74 2.27
N -1.65541 -0.86944 -2.68192 0.12 0.97 -2.57
C -2.82463 -1.46166 -2.98296 0.66 0.20 -0.36
C -3.07188 -1.25609 -4.34366 0.24 -0.07 1.09
C -2.02792 -0.50026 -4.85538 0.29 -0.44 1.77
H -3.35536 -1.98834 -2.19273 -0.17 0.03 -0.48
H -1.84167 -0.13718 -5.83347 0.08 0.29 -0.65
H -3.90602 -1.64063 -4.84408 -0.97 -0.29 -0.74
H 0.49378 1.04517 -4.74297 0.10 0.06 0.10
H 3.06043 -0.21551 -4.41623 -0.11 0.01 0.03
H 0.39162 3.50423 -3.39627 -0.11 -0.10 0.13
H 4.24177 -1.81318 -2.51964 0.46 -0.06 0.03
H -0.07033 4.36387 -0.82018 0.09 0.35 0.13
H 2.33429 -2.13831 -0.55111 0.06 0.13 -0.55
H -0.48862 2.07292 0.64309 0.00 0.12 -0.41
H -0.87269 -3.04819 0.43707 0.11 0.11 -0.23
C -0.64924 -2.08008 0.89898 0.39 -0.44 0.91
H 0.31084 -2.02369 1.42781 -0.20 0.19 -0.41
H 1.56371 0.13719 2.95279 -3.09 1.10 -0.23
H -1.46942 -1.63920 1.47889 0.10 0.32 -0.36
C 1.15520 -0.75738 4.78206 -0.01 -0.19 0.01
C 0.17262 0.34394 4.36859 0.36 -0.29 0.42
C -1.29893 -0.08398 4.49155 -0.19 -0.14 -0.31
C 0.38232 1.69973 5.06377 0.29 0.28 0.01
O 0.55209 0.39754 2.93961 1.82 -0.02 -0.20
H 1.19647 -1.09585 5.81245 -0.21 0.17 0.15
H 2.16007 -0.40707 4.48919 -0.08 -0.17 0.48
H 0.91647 -1.60651 4.12090 0.14 -0.01 0.48
H -1.62729 -0.36936 5.51564 0.60 0.25 -0.59
H -1.98525 0.71190 4.16011 0.34 -0.16 0.06
H -1.46534 -0.95198 3.83966 -0.04 0.01 0.18
H 1.37051 2.10502 4.84851 0.11 -0.08 -0.13
H -0.34314 2.45899 4.75414 0.00 -0.28 -0.26
H 0.31376 1.69231 6.16109 -0.09 -0.56 -0.29
```
Forces are in eV/Å.

The expectation value of S² is 2.063. As for the spin multiplicity: 3. The value obtained for the energy relative to the best compared isomer or geometry (same formula, charge and spin) is 0.5 kcal/mol. Its charge is +2. The calculation puts the HOMO-LUMO gap (alpha / beta) at 4.715 / 4.233 eV.

***

Record 2
C14H23ClSi | ωB97M-V/def2-TZVPD

```
39
Properties=species:S:1:pos:R:3:forces:R:3
C 1.95626 0.89186 -3.10806 -0.87 0.72 -1.60
C 2.34696 0.20458 -1.84049 -1.90 -0.63 1.87
C 3.49030 0.90270 -1.15800 3.18 -1.37 -0.22
Si 0.73924 -0.01412 -0.70170 0.50 -0.78 -2.34
Cl -0.17186 1.74608 -0.58614 -0.74 2.04 -1.33
C 1.01038 -0.39021 1.02467 1.50 0.46 1.86
C 0.51460 0.60357 2.10999 0.09 -0.40 -1.09
C -0.98704 0.72258 2.05222 1.06 -0.06 1.11
C -1.45943 2.02255 1.89391 -0.44 -2.21 1.04
C -2.80200 2.16122 1.99241 -0.43 1.04 -0.15
C -3.69279 1.09187 2.15349 -0.14 2.02 -0.45
C -3.21042 -0.16190 2.22190 0.22 -2.12 1.16
C -1.81648 -0.35948 2.29097 -0.39 0.55 -0.60
C -0.43510 -1.36801 -1.41176 2.06 1.50 -0.39
C 0.45758 -2.60628 -1.46424 -0.60 -0.85 2.03
C -1.66955 -1.49620 -0.53138 -0.41 -0.58 0.19
H 2.65577 0.73064 -3.96116 -0.55 -0.59 0.41
H 2.06119 1.99627 -3.03002 -0.63 -0.55 0.42
H 0.87506 0.62332 -3.37837 1.58 0.55 -0.14
H 2.52818 -0.87893 -1.99745 0.62 0.64 -0.16
H 3.46294 1.96529 -0.95097 -0.80 0.27 -0.25
H 4.39748 0.77667 -1.88312 -1.15 0.32 1.33
H 3.81636 0.44059 -0.18278 -0.37 0.19 -0.96
H 2.08279 -0.56265 1.09614 0.40 0.09 0.38
H 0.61583 -1.34501 1.19188 -0.81 -1.60 0.44
H 0.77900 0.31134 3.13279 0.40 0.04 -0.30
H 0.93499 1.58471 1.82898 0.00 -0.37 0.67
H -0.71086 2.77344 1.82222 -0.11 0.90 -0.19
H -3.10765 3.17573 1.93163 -1.03 0.68 0.02
H -4.73904 1.34761 2.21498 -0.19 -0.31 -0.06
H -3.91776 -1.00164 2.36521 0.63 0.45 -0.17
H -1.38416 -1.35023 2.37952 -0.14 0.05 0.16
H -0.57088 -1.07380 -2.46035 -0.77 -0.01 0.18
H 0.77603 -2.83879 -0.40361 -0.01 0.15 -0.93
H -0.21432 -3.45315 -1.68372 0.76 -0.06 -0.60
H 1.37631 -2.50270 -2.05574 -0.63 -0.36 -0.19
H -2.57896 -1.62372 -1.13322 0.13 0.01 0.10
H -1.82906 -0.60414 0.12513 0.11 -1.06 -0.81
H -1.57990 -2.44168 0.09424 -0.12 1.23 -0.45
```
Forces are in eV/Å.

The value obtained for the energy relative to the best compared isomer or geometry (same formula, charge and spin) is 38.0 kcal/mol. The calculation puts the HOMO-LUMO gap at 9.551 eV.

***

Record 3
C14H23F3NO3PRuS | ωB97M-V/def2-TZVPD

```
47
Properties=species:S:1:pos:R:3:forces:R:3
C -0.81885 -1.59767 -3.60814 0.33 -0.43 -0.04
C -1.26109 -0.37152 -3.12562 0.00 0.21 0.52
C -0.89480 0.12219 -1.85774 -0.01 -0.54 -0.29
C 0.08915 -0.62811 -1.16022 0.50 -0.28 -0.06
C 0.45814 -1.92274 -1.59309 -0.10 0.20 -0.70
C 0.02443 -2.40129 -2.84169 -0.12 0.02 0.24
C -1.45447 1.46879 -1.49070 0.40 0.23 -1.03
C -2.49160 1.88062 -0.41345 -0.91 1.41 0.81
N -3.05318 1.07698 0.67987 3.63 -1.15 -0.12
Ru 1.76877 -0.00546 -0.08004 -2.73 3.81 -2.40
C 1.37049 -2.71237 -0.69853 0.69 0.00 0.37
P 1.37874 -1.83383 0.95834 -1.87 -4.72 1.04
H -1.89172 0.25283 -3.76348 0.06 -0.28 0.27
H 0.33775 -3.39309 -3.19209 -0.15 0.48 0.14
H -1.14812 -1.93087 -4.59361 0.12 0.06 0.30
H 2.41243 -2.74668 -1.03726 -0.21 -0.25 -0.32
H 1.02243 -3.73837 -0.51437 0.15 0.17 -0.10
H -0.59303 2.13708 -1.37246 -0.27 0.03 0.26
H -1.95666 1.81139 -2.40659 0.38 -0.01 0.24
H -2.05272 2.75862 0.08154 -0.39 -0.15 -0.29
C 2.73827 -2.51244 1.92004 0.36 0.04 -0.01
C -0.08130 -2.68818 1.66437 -0.31 0.71 0.24
H -3.38118 2.24146 -0.93914 -0.04 -0.01 -0.16
C -3.16529 -0.35354 0.45168 -0.59 -0.36 -0.18
C -2.52454 1.43971 1.99990 -0.31 0.26 0.52
H 3.40259 -0.06273 0.59519 1.16 0.39 0.12
H -4.20313 -0.66581 0.54597 -0.32 0.00 0.03
H -2.83084 -0.62550 -0.55640 -0.12 0.18 0.29
H -2.61070 -0.90165 1.22681 -0.16 0.26 -0.34
H -3.29962 1.91235 2.60567 -0.15 0.10 0.00
H -2.19622 0.54695 2.53417 -0.19 0.07 -0.08
H -1.68449 2.14073 1.91638 -0.31 -0.14 -0.12
H 0.10637 -3.76979 1.68812 0.27 0.31 0.01
H -0.26999 -2.33532 2.68119 -0.07 -0.09 -0.07
H -0.96500 -2.52287 1.04344 0.13 0.07 0.04
H 3.07723 -3.45971 1.47869 -0.10 0.22 0.13
H 3.54646 -1.78482 1.90118 0.25 -0.39 0.27
H 2.42031 -2.69135 2.94814 0.08 0.07 -0.02
H 2.93784 0.16277 1.20394 1.05 0.02 0.56
F 2.85411 5.02901 1.51173 -0.32 -1.55 -0.86
C 2.95888 3.93661 0.72042 1.55 1.34 -0.03
F 3.33482 4.34713 -0.51742 -0.67 -0.63 1.24
F 3.94707 3.14692 1.21689 -1.01 0.33 -0.39
S 1.36438 2.97293 0.61119 -0.47 2.89 1.13
O 1.14195 2.35724 1.90534 0.24 -0.52 -1.02
O 0.38184 3.91851 0.13862 0.53 -1.15 0.19
O 1.75408 1.99488 -0.46678 0.01 -1.22 -0.32
```
Forces are in eV/Å.

The expectation value of S² is 6.019. As for the spin multiplicity: 5. The value obtained for the energy relative to the best compared isomer or geometry (same formula, charge and spin) is 36.9 kcal/mol. Its charge is +2. The calculation puts the HOMO-LUMO gap (alpha / beta) at 8.597 / 6.192 eV.

***

Record 4
C14H23F6NO8PRb | ωB97M-V/def2-TZVPD

```
54
Properties=species:S:1:pos:R:3:forces:R:3
Rb 19.50384 -1.74514 27.77306 0.09 -0.54 0.28
C 17.64241 -6.01068 26.74099 3.21 3.97 4.27
C 17.77341 -4.70403 27.39073 0.79 -1.41 0.12
C 16.63630 -3.66047 26.92432 0.38 -4.70 -5.07
O 16.76531 -2.55217 27.37147 0.07 3.88 1.57
C 15.77339 -4.02360 25.73165 3.29 2.24 4.93
C 15.79384 -5.31386 25.27839 -4.90 -0.91 -2.84
C 16.78962 -6.33267 25.76822 -1.56 -4.42 -1.81
O 16.77862 -7.57640 25.41026 -0.68 2.43 -0.49
O 14.76400 -5.58165 24.51143 3.05 -0.78 1.16
O 18.72212 -4.36485 28.23801 -3.32 -0.65 -2.39
H 18.36169 -6.73362 27.09653 0.00 -0.26 -0.17
H 15.01863 -3.31779 25.41767 -0.02 -0.05 -0.06
P 23.06992 -2.72428 26.66313 -0.18 -0.43 -0.31
F 22.88109 -1.96739 25.24443 0.10 -0.75 -0.30
F 21.50476 -3.30949 26.52519 1.13 0.34 0.12
F 23.61663 -4.11837 26.06980 0.31 0.86 -1.13
F 23.24802 -3.45508 28.09527 0.03 1.09 0.40
F 24.61197 -2.00587 26.69457 -1.41 -1.21 0.54
F 22.43941 -1.40965 27.36657 0.19 0.36 0.68
C 18.23040 -3.31301 31.43839 -0.74 0.01 0.69
O 19.14520 -2.33613 30.95941 1.14 -0.71 1.34
C 20.09546 -1.98773 32.01567 -0.61 1.09 -1.95
C 21.41449 -1.42385 31.42627 0.06 0.32 -0.90
N 21.29265 -0.45145 30.27849 -1.55 -1.36 1.43
C 20.42957 0.65966 30.62388 0.89 0.97 -2.47
C 20.35562 1.67691 29.37192 -0.09 -1.35 -0.45
O 20.12890 0.93603 28.11037 0.34 1.21 1.81
C 20.46797 1.51796 26.85428 -0.83 -0.83 0.02
H 17.51749 -2.85290 32.12262 -0.35 0.44 0.05
H 18.67760 -4.07402 32.07790 0.66 -0.22 -0.28
H 17.64351 -3.82783 30.67772 0.51 0.43 -0.52
H 20.31637 -2.78846 32.72146 0.07 -0.44 -0.38
H 19.67181 -1.19487 32.63211 -0.46 0.17 0.09
H 22.06812 -2.25542 31.16287 -0.01 0.17 -0.35
H 21.83005 -0.93793 32.30904 0.56 0.27 0.23
H 22.09369 -0.19229 29.72059 0.24 -0.47 0.39
H 20.88396 1.22654 31.43646 -0.30 0.45 0.47
H 19.43581 0.30208 30.89349 0.00 0.08 -0.09
H 21.25970 2.27422 29.25366 0.46 -0.27 0.18
H 19.57103 2.41243 29.54946 -0.41 -0.15 -0.12
H 21.51785 1.46403 26.56627 0.23 0.05 0.47
H 20.05440 2.50601 26.65225 0.01 0.27 0.45
H 19.92442 0.84109 26.19511 0.19 0.15 -0.48
C 15.17894 -0.22286 28.75072 1.25 1.17 1.29
C 15.23394 -1.12199 29.92354 -1.39 -1.66 -0.54
O 15.04958 -2.37393 29.26262 -0.93 -1.04 2.88
O 16.54538 -0.19253 28.31590 -0.65 2.22 -0.38
H 14.79957 0.72264 29.13828 0.63 0.92 -0.64
H 14.43687 -0.60644 28.05051 0.32 0.00 -0.27
H 14.44494 -0.94533 30.65454 -0.79 -0.34 -0.22
H 16.10945 -1.02508 30.56556 0.70 -0.06 -0.57
H 15.64401 -2.46115 28.51386 0.66 0.08 -0.29
H 16.74794 -1.00540 27.84705 -0.39 -0.63 -0.42
```
Forces are in eV/Å.

Its charge is -2. The calculation puts the HOMO-LUMO gap at 4.400 eV.